A cluster of 2 separate species, C4H8OS in total at a distorted geometry, computed with the ωB97M-V functional and the def2-TZVPD basis.

Computed properties:
ΔE to the lowest compared entry with this formula, charge and spin, eV: 2.4556
Frontier orbital gap, eV: 8.324
Lowest unoccupied orbital energy, eV: -0.387
Strongest force on any atom, eV/Å: 3.42

```
14
Properties=species:S:1:pos:R:3:forces:R:3:lowdin_charge:R:1
C -0.868006 -2.328390 0.382300 -1.76 0.62 0.00 0.00
C -0.690430 -1.057599 0.683291 -1.85 0.82 -0.25 -0.30
C 1.652964 0.623953 -0.181314 0.34 -1.45 -1.51 -0.73
C 1.885269 1.659966 0.803775 0.69 3.14 1.17 -0.20
O -1.679319 -0.069149 0.523998 1.48 -0.48 0.34 -0.03
S 2.402646 -0.849588 -0.263125 -0.37 1.73 -0.02 0.66
H -1.875141 -2.736109 0.066024 1.64 0.21 0.30 0.09
H 0.013851 -2.839273 0.626682 0.65 -1.69 -0.15 0.03
H 0.273127 -0.726331 1.053021 -0.78 0.35 0.16 0.04
H 0.906087 0.889513 -0.959668 0.43 -0.30 0.43 0.07
H 2.577227 1.338345 1.610652 -0.86 0.06 -0.21 0.07
H 0.945077 2.241610 1.158693 1.29 -1.48 -0.34 0.11
H 2.463070 2.561928 0.356551 -0.77 -1.46 0.10 0.11
H -2.401171 -0.470571 0.033546 -0.13 -0.06 -0.01 0.08
```
Positions in Å, forces in eV/Å.

=====

A structure of composition C48H35F4N8O9P2Se2Ta at a distorted geometry, computed with the ωB97M-V functional and the def2-TZVPD basis.

Computed properties:
ΔE to the lowest compared entry with this formula, charge and spin, eV: 1.3435
Frontier orbital gap, eV: 6.549
Lowest unoccupied orbital energy, eV: -1.212
Strongest force on any atom, eV/Å: 1.21

```
109
Properties=species:S:1:pos:R:3:forces:R:3:lowdin_charge:R:1
Ta -1.337660 -1.407175 -0.300545 -0.26 0.10 -0.11 1.82
O -2.049480 -3.576796 -6.173758 0.04 0.08 -0.14 0.11
C -1.992348 -3.112542 -4.922049 0.02 0.11 0.37 -0.26
C -2.270342 -3.910309 -3.806751 -0.05 -0.06 -0.05 0.10
C -2.197551 -3.338533 -2.560713 -0.07 -0.05 -0.02 -0.16
N -1.855554 -2.065398 -2.394467 0.29 0.08 0.64 0.03
C -1.555462 -1.304186 -3.441136 -0.03 0.13 0.00 -0.13
C -1.629434 -1.776633 -4.728235 -0.05 -0.06 -0.16 0.11
C -1.119235 0.087241 -3.038038 -0.10 -0.11 -0.33 -0.54
O -0.920513 0.952233 -3.857822 0.01 0.00 0.08 0.11
O -1.001753 0.199860 -1.751334 -0.11 -0.81 0.90 -0.23
C -2.415466 -4.065020 -1.251501 -0.11 -0.31 -0.62 -0.57
O -2.465906 -5.277406 -1.217823 -0.15 0.15 0.12 0.10
O -2.495994 -3.255379 -0.246002 0.51 0.84 0.05 -0.19
H -2.255538 -4.517965 -6.185372 -0.02 -0.05 0.03 0.13
H -2.527030 -4.958087 -3.899659 -0.01 0.00 0.04 0.14
H -1.394803 -1.133500 -5.563975 0.02 0.04 0.03 0.14
Se 5.994176 0.075261 -0.811485 0.12 -0.12 -0.02 0.31
P 4.417619 1.182562 -0.016667 0.02 0.30 0.02 0.48
C 4.652904 1.485443 1.764856 -0.03 -0.07 -0.17 -0.35
C 4.624865 2.738644 2.362904 -0.09 0.00 -0.09 -0.09
C 4.956598 2.869519 3.704166 -0.03 0.05 0.11 -0.08
C 5.311891 1.755147 4.446434 -0.06 0.04 0.10 -0.08
C 5.328162 0.498828 3.855521 -0.05 -0.03 0.00 -0.08
C 5.006150 0.365812 2.517425 -0.02 -0.04 0.00 -0.11
C 4.267896 2.776471 -0.862364 0.01 -0.14 0.04 -0.36
C 3.291150 2.972668 -1.831652 -0.05 -0.02 0.10 -0.08
C 3.319321 4.115366 -2.616108 -0.03 0.03 -0.03 -0.08
C 4.317049 5.059882 -2.434136 -0.02 0.02 -0.02 -0.08
C 5.304904 4.856717 -1.478574 0.02 0.01 0.03 -0.07
C 5.294705 3.707090 -0.707739 -0.07 0.05 0.03 -0.11
C 2.802816 0.365320 -0.175715 -0.50 -0.13 0.43 -0.39
C 1.499809 0.472540 0.356613 0.08 -0.07 -0.32 -0.38
N 0.820690 -0.602161 -0.143019 -0.06 0.02 0.20 -0.18
N 1.646070 -1.302990 -0.900472 -0.08 -0.03 -0.09 -0.03
N 2.818443 -0.756545 -0.920718 0.27 0.15 -0.11 0.02
P 0.534668 1.692853 1.236951 0.15 -0.28 -0.03 0.74
Se -1.499052 0.928892 1.276157 -0.03 -0.39 -0.46 0.57
C 1.018990 1.824663 2.969179 0.07 0.22 -0.24 -0.37
C 0.772575 2.992196 3.686263 -0.03 -0.04 -0.04 -0.09
C 0.985325 3.011746 5.055232 -0.07 0.05 0.05 -0.07
C 1.401519 1.863069 5.708971 0.05 -0.03 0.03 -0.07
C 1.612832 0.690730 4.995668 0.02 -0.05 0.01 -0.07
C 1.427997 0.667830 3.624733 0.11 -0.01 -0.06 -0.09
C 0.612659 3.274675 0.364525 0.01 -0.21 0.17 -0.34
C -0.129163 3.361095 -0.812271 -0.06 -0.02 -0.01 -0.09
C -0.122457 4.539000 -1.539857 -0.01 0.02 0.02 -0.06
C 0.607499 5.629738 -1.087094 -0.02 -0.01 0.00 -0.07
C 1.355677 5.536503 0.076940 0.04 0.08 0.00 -0.07
C 1.371572 4.356692 0.801753 0.05 -0.09 0.05 -0.09
H 4.377066 3.615568 1.778332 -0.04 0.01 0.01 0.09
H 4.948697 3.847696 4.168048 0.00 0.01 -0.01 0.11
H 5.578513 1.866129 5.489965 0.01 0.00 0.00 0.10
H 5.606984 -0.372317 4.434473 0.01 0.00 -0.01 0.11
H 5.065083 -0.599404 2.027358 0.01 -0.01 0.04 0.09
H 2.523216 2.224470 -1.988529 -0.02 0.03 -0.01 0.11
H 2.562033 4.259513 -3.374870 -0.01 0.01 -0.02 0.11
H 4.338401 5.950019 -3.050052 0.00 0.00 0.00 0.10
H 6.095878 5.584584 -1.352245 0.01 -0.01 0.00 0.11
H 6.094698 3.511177 -0.003841 0.01 0.03 -0.01 0.11
H 0.387127 3.868760 3.182377 0.03 0.02 0.07 0.10
H 0.800273 3.919380 5.614738 0.01 0.00 -0.01 0.11
H 1.553144 1.875723 6.780525 0.00 0.00 0.00 0.11
H 1.908582 -0.213747 5.509860 0.06 0.01 0.00 0.11
H 1.581607 -0.246900 3.063578 0.04 -0.01 0.01 0.11
H -0.711666 2.512682 -1.152442 0.01 -0.02 -0.03 0.08
H -0.699319 4.601746 -2.452833 0.01 0.00 -0.01 0.12
H 0.594756 6.558532 -1.642759 0.01 -0.01 -0.02 0.11
H 1.926268 6.386804 0.426184 0.03 -0.01 -0.02 0.11
H 1.959349 4.284790 1.706953 0.06 0.01 -0.04 0.09
N -3.043626 -3.066691 2.413694 -0.26 0.16 0.59 -0.01
N -2.566061 -1.746786 2.108558 0.34 -0.28 -1.09 -0.14
H -2.229015 -3.668313 2.412015 0.04 -0.03 -0.18 0.06
H -3.614883 -3.351504 1.628323 0.13 -0.08 -0.12 0.06
H -1.957010 -1.478747 2.874296 0.11 0.15 -0.09 0.06
H -3.372078 -1.130857 2.140752 0.00 0.08 -0.01 0.06
F 0.914357 -7.040553 -3.566908 0.09 -0.03 -0.04 0.09
C 1.458378 -6.758328 -2.374808 -0.24 0.13 0.03 -0.17
C 0.786644 -6.005689 -1.496869 0.04 -0.20 -0.23 0.06
N 1.298280 -5.697814 -0.257925 0.18 0.01 0.07 0.02
C 0.516484 -4.942839 0.697361 0.01 0.19 -0.02 0.00
C 0.085295 -3.571073 0.224244 0.66 -0.77 0.36 -0.60
O -0.289571 -2.745568 1.114000 -0.39 0.48 -0.13 -0.13
O 0.004404 -3.273645 -0.979940 -0.51 0.60 0.13 -0.04
C 2.527389 -6.195747 0.161887 -0.19 0.13 0.10 -0.46
O 2.978364 -5.994604 1.269516 0.03 0.00 -0.08 0.08
N 3.179113 -6.952841 -0.782349 0.07 -0.07 -0.08 0.22
C 2.767975 -7.314103 -2.071876 0.03 0.06 0.21 -0.39
O 3.454440 -8.013153 -2.775060 -0.08 0.01 -0.08 0.11
H -0.197153 -5.620879 -1.722653 -0.01 -0.06 0.00 0.13
H 1.115496 -4.828468 1.597263 -0.03 -0.06 0.02 0.14
H -0.403474 -5.483825 0.945855 -0.01 0.05 0.03 0.16
H 4.068826 -7.327481 -0.486222 0.04 0.01 0.00 0.17
F -9.622769 3.522553 -0.638905 0.03 -0.07 0.00 0.14
C -9.647482 2.179620 -0.653323 -0.17 0.06 0.00 -0.58
F -10.324973 1.807654 -1.759148 0.05 0.02 0.06 0.14
F -10.395023 1.786484 0.399573 0.06 0.02 -0.06 0.14
C -8.276589 1.573098 -0.614367 0.08 -0.01 0.00 -0.12
C -8.168763 0.187881 -0.643032 -0.03 0.05 0.00 -0.01
C -6.922203 -0.406573 -0.609535 -0.04 -0.01 -0.01 -0.01
C -5.771354 0.382738 -0.547107 -0.06 0.16 0.02 -0.24
C -5.892196 1.774439 -0.510650 -0.01 -0.09 0.00 -0.01
C -7.141581 2.367516 -0.546474 -0.11 0.02 0.00 0.00
C -4.469565 -0.205428 -0.502469 0.13 -0.16 0.03 -0.09
C -3.347887 -0.664011 -0.450120 0.08 0.13 0.16 -0.22
H -9.065775 -0.415536 -0.691054 0.02 -0.04 0.00 0.13
H -6.832415 -1.484045 -0.628209 0.03 0.00 -0.01 0.12
H -4.997239 2.378585 -0.448771 0.00 0.00 -0.03 0.12
H -7.239292 3.443719 -0.521589 0.02 0.00 0.00 0.12
```
Positions in Å, forces in eV/Å.

=====

A structure of composition C34H34CdCl3FN3O7, computed with the ωB97M-V functional and the def2-TZVPD basis.

Computed properties:
Total charge: -1
ΔE to the lowest compared entry with this formula, charge and spin, eV: 1.1160
Frontier orbital gap, eV: 5.740
Lowest unoccupied orbital energy, eV: 2.111
Strongest force on any atom, eV/Å: 0.71

```
83
Properties=species:S:1:pos:R:3:forces:R:3:lowdin_charge:R:1
Cd 0.024132 -0.337616 -0.387669 -0.51 0.44 -0.23 1.50
C -2.892607 5.007921 -5.664282 0.06 0.02 0.02 -0.03
C -3.910457 3.966229 -5.211809 0.09 -0.05 0.14 -0.32
C -5.289487 4.552874 -4.953413 -0.05 -0.03 0.03 -0.14
C -5.257967 5.494230 -3.758069 0.02 -0.02 0.04 -0.14
C -4.677544 4.791405 -2.557078 -0.01 -0.02 -0.07 -0.14
C -5.000663 5.181504 -1.276938 -0.05 0.06 0.03 0.04
C -4.456791 4.515087 -0.184856 -0.05 0.08 0.01 -0.26
F -4.800376 4.936299 1.051784 -0.01 0.01 -0.01 0.06
C -3.606152 3.460199 -0.332231 0.08 -0.10 0.06 0.07
C -3.265375 3.039463 -1.622299 0.04 -0.09 -0.03 -0.03
C -2.330403 1.894480 -1.777356 -0.01 -0.02 -0.01 -0.30
O -1.940673 1.305793 -0.769353 0.10 0.05 0.23 -0.05
C -1.972588 1.560208 -3.130244 -0.19 0.17 0.00 -0.03
C -2.558715 2.246853 -4.142114 -0.03 0.06 -0.02 0.02
N -3.440446 3.268116 -4.003662 -0.08 0.07 0.04 0.00
C -3.796745 3.703625 -2.730441 0.06 0.01 -0.27 -0.08
C -0.985514 0.471099 -3.528714 0.21 -0.14 0.00 -0.63
O -0.975588 0.158964 -4.725526 -0.01 0.04 0.12 -0.01
O -0.235550 0.022523 -2.616968 -0.04 0.01 0.06 -0.11
H -3.263607 5.552958 -6.536115 0.02 -0.03 0.04 0.08
H -1.950603 4.527684 -5.933014 -0.03 0.01 0.02 0.08
H -2.683609 5.723656 -4.866450 -0.01 -0.02 -0.04 0.08
H -3.997400 3.199688 -5.980993 0.00 -0.04 -0.06 0.14
H -5.987511 3.735803 -4.753904 -0.01 0.01 -0.01 0.13
H -5.631001 5.068454 -5.851757 0.00 0.02 -0.01 0.12
H -6.261142 5.852032 -3.524437 -0.02 0.00 0.01 0.12
H -4.660793 6.378677 -3.996907 0.00 0.02 0.00 0.12
H -5.681921 6.008216 -1.109714 0.02 -0.03 0.01 0.13
H -3.187070 2.945995 0.523328 -0.01 0.02 -0.04 0.12
H -2.310594 1.952736 -5.156592 -0.01 0.01 0.02 0.14
C 3.066859 -4.312732 2.276441 -0.04 -0.03 0.01 -0.01
C 2.143659 -3.154500 1.947371 -0.17 0.17 -0.03 -0.53
O 2.531683 -2.166962 1.357771 -0.04 -0.07 0.06 0.06
N 0.862127 -3.293223 2.398817 0.18 -0.20 0.01 0.07
C -0.232466 -2.403070 2.033103 -0.07 0.03 0.05 -0.15
C -0.144468 -1.011272 2.640101 0.27 -0.17 -0.16 -0.38
C -0.233570 -0.911678 4.003923 0.02 0.22 0.17 -0.11
C 0.116245 0.359169 4.590810 -0.11 -0.18 -0.02 -0.13
C 0.418381 1.411597 3.822587 -0.08 0.04 -0.07 -0.10
C 0.335337 1.356497 2.317582 -0.07 -0.05 0.01 -0.32
N 0.082211 -0.000600 1.792260 0.03 0.09 -0.17 -0.03
H 3.942426 -4.238640 1.637176 -0.02 0.00 0.00 0.08
H 2.583207 -5.279621 2.118233 0.02 0.05 0.02 0.07
H 3.381802 -4.247155 3.320181 -0.01 0.00 -0.02 0.08
H 0.609572 -4.192538 2.766997 0.01 0.02 0.02 0.12
H -1.129844 -2.886081 2.421971 -0.11 0.00 -0.05 0.11
H -0.305212 -2.369265 0.947491 -0.02 -0.03 0.02 0.06
H -0.372331 -1.799444 4.607295 0.03 0.04 -0.01 0.08
H 0.174393 0.451251 5.671974 0.00 0.00 -0.02 0.09
H 0.721729 2.355256 4.260926 0.04 -0.02 0.02 0.10
H 1.298475 1.682932 1.906259 0.10 0.11 0.00 0.12
C -3.662505 -0.860859 1.569752 0.01 -0.10 0.08 0.00
C -3.199751 -1.812307 0.489079 0.14 0.34 0.15 -0.49
C -3.719546 -3.228505 0.451343 -0.04 -0.01 0.02 -0.01
O -2.367237 -1.443645 -0.305551 0.06 -0.33 -0.15 0.01
H -4.567778 -1.194699 2.075771 0.01 0.02 0.00 0.07
H -3.806768 0.124347 1.124582 0.00 -0.03 -0.02 0.08
H -2.856175 -0.758830 2.307493 -0.04 -0.05 -0.03 0.08
H -4.729365 -3.314950 0.853170 0.03 0.00 -0.02 0.07
H -3.050786 -3.840053 1.066822 -0.06 0.04 0.00 0.08
H -3.667334 -3.606945 -0.567924 0.01 0.01 0.02 0.09
Cl 1.871784 -2.984117 -4.084382 -0.03 -0.03 0.13 0.59
C 2.457137 -2.983888 -2.407840 0.10 -0.12 -0.03 -0.99
Cl 2.540730 -4.651823 -1.756399 -0.07 0.20 -0.03 0.55
C 1.591816 -2.059019 -1.548042 0.02 0.08 0.31 -0.85
O 2.073690 -0.923915 -1.335390 -0.03 -0.38 -0.21 -0.09
O 0.487976 -2.477109 -1.121175 0.26 -0.05 -0.23 -0.13
H 3.468311 -2.607173 -2.423709 0.11 0.01 0.00 0.05
Cl -2.342015 7.256421 4.848909 0.03 -0.11 -0.06 0.61
C -1.861139 5.830397 3.949604 -0.04 0.02 0.03 -0.67
C -2.316528 4.584595 4.349999 -0.01 -0.03 0.01 -0.11
C -1.938518 3.461438 3.630005 0.01 0.00 0.01 -0.03
C -1.105532 3.557489 2.512913 0.05 -0.06 -0.03 -0.23
C -0.729113 2.333822 1.716762 -0.11 0.08 0.11 -0.13
C -0.673807 4.825170 2.136998 0.07 0.09 0.05 -0.03
C -1.042716 5.965265 2.845988 0.06 -0.06 -0.08 -0.11
H -2.962504 4.499455 5.213870 0.01 -0.01 -0.01 0.10
H -2.288436 2.483891 3.941042 0.00 0.03 0.00 0.12
H -0.391649 2.657496 0.728236 -0.05 -0.08 0.00 0.10
H -1.623963 1.735444 1.547522 -0.02 -0.01 0.06 0.08
H -0.031978 4.926731 1.267998 -0.03 0.01 0.02 0.11
H -0.700556 6.945700 2.542480 0.00 -0.01 -0.01 0.10
```
Positions in Å, forces in eV/Å.